{"formula": "C24H48BeCl8N5O10S3V", "method": "the ωB97M-V functional and the def2-TZVPD basis", "elements": ["C", "S", "O", "O", "S", "O", "O", "N", "S", "O", "O", "C", "C", "N", "H", "H", "H", "H", "H", "H", "H", "C", "C", "C", "C", "C", "C", "H", "H", "H", "H", "H", "H", "C", "Cl", "Cl", "Cl", "H", "O", "V", "O", "C", "C", "O", "N", "C", "H", "H", "H", "H", "H", "H", "H", "C", "C", "C", "N", "C", "C", "C", "C", "C", "C", "H", "H", "H", "H", "H", "H", "H", "H", "H", "H", "H", "H", "H", "H", "H", "H", "H", "H", "H", "H", "C", "Cl", "Cl", "Cl", "Cl", "Cl", "C", "O", "H", "H", "H", "N", "H", "H", "H", "H", "Be"], "xyz": [[-0.1436, 1.7940, 3.8747], [-0.3544, 1.2144, 2.0784], [-1.5892, 1.9865, 1.5179], [-0.6154, -0.3075, 1.9581], [1.4052, 1.8512, 1.0237], [2.2287, 2.7303, 1.9954], [0.8552, 2.7720, -0.1317], [2.3438, 0.5233, 0.3875], [3.9961, 0.9822, 0.0446], [4.2023, 2.4763, -0.3020], [4.4009, 0.1823, -1.2553], [5.2239, 0.3653, 1.3725], [4.9289, 0.9811, 2.8624], [4.7667, 0.0753, 3.9131], [-1.1995, 1.8738, 4.3815], [0.3798, 2.8420, 3.8809], [0.5816, 1.0234, 4.3750], [6.3482, 0.5592, 1.0247], [5.0836, -0.8167, 1.3719], [4.8907, 2.1500, 3.0512], [4.8652, -0.9063, 3.5584], [-4.3173, 4.5504, -1.6184], [-3.4798, 3.6467, -0.9652], [-3.9872, 2.8280, 0.0433], [-5.3358, 2.9062, 0.3920], [-6.1741, 3.8073, -0.2638], [-5.6646, 4.6326, -1.2659], [-3.9207, 5.1907, -2.4019], [-2.4304, 3.5811, -1.2417], [-3.3329, 2.1287, 0.5567], [-5.7326, 2.2648, 1.1745], [-7.2255, 3.8669, 0.0070], [-6.3167, 5.3383, -1.7728], [-3.3159, 4.3457, -5.7261], [-4.5693, 4.6469, -6.9419], [-1.7607, 4.0099, -6.5059], [-3.1741, 5.7258, -4.6239], [-3.6055, 3.4677, -5.1432], [-5.0838, -0.0062, 4.5231], [-6.4030, -0.1460, 3.3714], [-7.7222, -0.2858, 2.2197], [9.4819, 3.0121, 3.4491], [8.1456, 2.5563, 3.9685], [7.3543, 1.9217, 3.2725], [7.8226, 2.8687, 5.2563], [8.6129, 3.5994, 6.2182], [9.5999, 2.6915, 2.4105], [9.5422, 4.1029, 3.4841], [10.2837, 2.5656, 4.0429], [6.9095, 2.5304, 5.5374], [8.7782, 2.9524, 7.0829], [8.0424, 4.4781, 6.5285], [9.5747, 3.9161, 5.8131], [1.8974, -3.4694, -1.4398], [3.0693, -2.8004, -2.1550], [2.8209, -2.5651, -3.6488], [3.2829, -3.7027, -4.6076], [2.8652, -5.0845, -4.0969], [3.3984, -6.2131, -4.9709], [4.9117, -6.1367, -5.1072], [5.3459, -4.7763, -5.6361], [4.8106, -3.6317, -4.7806], [2.5905, -3.4032, -5.9522], [1.8015, -4.5287, -1.6819], [2.0328, -3.3959, -0.3550], [0.9502, -2.9797, -1.6904], [3.9969, -3.3474, -1.9621], [3.1962, -1.8151, -1.6892], [3.3631, -1.6674, -3.9718], [1.7540, -2.3935, -3.8341], [3.2908, -5.2068, -3.0999], [1.7710, -5.1028, -4.0401], [3.1273, -7.1737, -4.5144], [2.9265, -6.2010, -5.9587], [5.2658, -6.9289, -5.7766], [5.3780, -6.3138, -4.1310], [5.0235, -4.6642, -6.6770], [6.4417, -4.7294, -5.6524], [5.0495, -2.6637, -5.2374], [5.2554, -3.6679, -3.7816], [2.8827, -2.3976, -6.2700], [1.5084, -3.4577, -5.7988], [2.8956, -4.1350, -6.7007], [-11.0001, -0.7671, 5.1727], [-9.5290, -0.4075, 4.2340], [-12.0234, -1.9051, 4.2604], [-10.5453, -1.4971, 6.7331], [-11.9027, 0.7415, 5.4633], [9.1231, 2.3115, 1.0815], [-12.4534, -5.4378, 4.1936], [-12.1998, -6.4433, 5.0177], [-13.3088, -5.5512, 3.5060], [-12.6840, -4.4586, 4.6467], [-11.6579, -5.1524, 3.4845], [-9.8407, 4.4069, 1.1629], [-10.7351, 4.6558, 1.6013], [-9.0675, 4.7721, 1.7311], [-9.7645, 3.3850, 1.0975], [-9.7959, 4.8143, 0.2215], [-8.7133, 3.0389, -0.2534]], "atomic_forces_ev_per_a": [[1.1, 0.4, 0.6], [-7.7, -3.0, -0.1], [4.9, -1.7, 1.9], [2.0, 4.7, 0.7], [4.7, 6.6, -4.2], [-2.6, -3.3, -1.7], [1.2, -4.2, 4.1], [0.7, 1.9, 1.2], [0.5, 2.2, -6.0], [-0.6, -4.4, 2.4], [-1.4, 1.3, 4.7], [0.4, -0.6, 1.2], [-0.5, -3.7, 2.3], [0.8, 3.8, -4.5], [2.0, -0.5, -1.4], [-1.0, -2.1, -0.3], [-1.6, 1.4, -0.9], [-2.7, 0.1, 0.4], [0.1, 2.6, 0.1], [-0.1, -2.8, -0.6], [-0.2, 1.1, 0.1], [-0.1, 0.0, 0.2], [-0.2, 0.0, 0.0], [-0.2, -0.1, 0.0], [-0.1, 0.1, -0.1], [1.3, -0.1, -0.3], [-0.2, 0.0, 0.0], [-0.2, -0.2, 0.4], [-0.1, 0.0, 0.1], [-0.2, 0.2, -0.2], [0.0, 0.0, -0.1], [0.4, 0.5, 0.3], [0.1, -0.1, 0.0], [0.0, -0.1, -0.1], [0.1, -0.1, 0.2], [-0.2, 0.0, 0.2], [0.1, 0.0, -0.4], [0.1, 0.3, -0.2], [-3.4, -0.2, -3.1], [0.7, -0.4, 1.0], [2.9, 0.7, 2.1], [-0.4, 1.8, 4.7], [-2.0, -0.8, 0.3], [1.0, 0.4, -0.1], [0.6, -0.3, -1.7], [-0.2, 0.1, 0.5], [0.6, -0.9, -2.0], [0.3, -0.1, -0.4], [0.4, -0.1, -0.6], [0.1, -0.1, -0.1], [0.2, 0.2, 0.0], [0.3, 0.0, 0.1], [-0.2, -0.1, 0.0], [0.0, -0.2, 0.2], [-0.5, 0.1, 0.1], [0.5, -0.2, 0.1], [-0.4, 0.6, -0.4], [0.2, 0.1, -0.3], [0.0, -0.1, -0.1], [0.1, -0.1, 0.0], [0.1, -0.1, -0.1], [-0.3, -0.2, -0.1], [0.5, -0.3, 0.7], [-0.1, 0.0, 0.0], [-0.1, 0.0, -0.2], [0.2, 0.0, 0.1], [0.0, 0.1, -0.1], [0.2, 0.0, -0.3], [-0.1, -0.3, -0.1], [0.2, -0.2, 0.0], [-0.1, 0.3, 0.0], [0.3, 0.2, 0.1], [-0.1, 0.3, 0.0], [0.0, 0.0, 0.1], [0.0, 0.2, 0.1], [0.0, 0.0, 0.0], [0.0, 0.0, 0.1], [-0.2, 0.2, 0.1], [-0.2, -0.1, 0.2], [-0.2, 0.0, -0.1], [-0.1, -0.2, 0.1], [0.3, 0.0, 0.0], [0.0, 0.2, 0.2], [0.2, 0.1, 0.6], [-0.6, -0.2, -0.1], [0.2, 0.3, 0.1], [-0.2, 0.2, -0.4], [0.2, -0.4, -0.1], [-0.5, -0.3, -0.9], [1.0, -1.2, -1.7], [-0.4, 1.2, -0.4], [-1.0, -0.3, 0.6], [-0.3, 0.5, 0.9], [0.8, -0.1, 0.6], [-1.4, 2.4, 2.0], [-0.3, 0.3, 0.3], [0.0, 0.0, 0.0], [-0.2, -0.7, 0.0], [-0.1, -0.1, 0.0], [1.2, -2.4, -2.4]], "total_charge": 2, "homo_energy_ev": -10.503, "spin_multiplicity": 1}


{"formula": "C17H19N5O2W", "method": "the ωB97M-V functional and the def2-TZVPD basis", "elements": ["N", "C", "C", "H", "H", "H", "N", "C", "C", "H", "H", "H", "N", "C", "C", "H", "H", "H", "W", "C", "O", "C", "O", "C", "C", "C", "C", "C", "C", "H", "H", "H", "H", "H", "H", "N", "C", "C", "C", "N", "H", "H", "H", "H"], "xyz": [[0.1030, 2.0253, -0.3869], [0.1078, 3.1929, -0.4353], [0.1873, 4.6153, -0.3291], [-0.8231, 5.0414, -0.3686], [0.7751, 5.0156, -1.1662], [0.6592, 4.9007, 0.6174], [1.7225, -1.0942, -0.8353], [2.6757, -1.7052, -1.1314], [3.8498, -2.5013, -1.0523], [4.5827, -2.1080, -1.7608], [3.5990, -3.5286, -1.3293], [4.2524, -2.4677, -0.0370], [-1.8162, -0.8725, -0.3340], [-2.8817, -1.3476, -0.3491], [-4.1463, -2.0040, -0.2892], [-4.1146, -2.8196, 0.4435], [-4.3961, -2.4151, -1.2753], [-4.9202, -1.2837, 0.0025], [-0.0830, 0.0171, -1.2949], [0.0394, -1.5718, 1.0951], [-0.2044, -2.4224, 1.8432], [1.5615, 0.6445, 1.0848], [2.2547, 1.1373, 1.8267], [0.5132, 1.3142, -2.9354], [-0.8652, 1.3765, -2.7777], [-1.6177, 0.2179, -2.7720], [-0.9958, -1.0182, -2.9204], [0.3794, -1.0816, -3.0552], [1.1345, 0.0912, -3.0656], [1.1171, 2.2168, -3.0020], [-1.3752, 2.3340, -2.7574], [-2.7025, 0.2914, -2.7692], [-1.5767, -1.9359, -3.0137], [0.8479, -2.0499, -3.1986], [2.2107, 0.0626, -3.2073], [-2.0526, 0.0120, 2.3692], [-2.6265, 0.7379, 3.3527], [-1.9426, 1.9343, 3.3865], [-0.9481, 1.8696, 2.3794], [-1.0188, 0.6743, 1.7859], [-2.3190, -0.9328, 2.0734], [-3.4690, 0.3660, 3.9174], [-2.1246, 2.7767, 4.0242], [-0.2263, 2.6303, 2.0961]], "atomic_forces_ev_per_a": [[-0.6, 1.5, -1.6], [0.3, -1.7, 0.9], [-0.2, 0.5, -0.3], [0.1, 0.0, 0.0], [0.0, 0.0, 0.1], [0.0, -0.1, 0.0], [0.9, -0.6, -2.3], [-1.3, 0.7, 2.4], [0.5, -0.2, -0.9], [0.3, -0.1, 0.0], [0.1, -0.1, 0.0], [0.0, 0.1, 0.1], [-1.8, -0.1, -1.6], [1.6, 0.3, 0.3], [-0.6, 0.0, 0.0], [0.0, 0.0, 0.0], [0.0, 0.0, 0.1], [0.0, -0.1, 0.0], [1.6, -0.2, 12.7], [-0.8, -3.9, 2.7], [1.0, 3.3, -2.7], [1.4, 0.8, 1.0], [-0.8, -0.6, -0.7], [1.4, 1.5, -1.8], [-1.6, 1.6, -1.9], [-2.2, 0.6, -2.2], [-1.0, -2.0, -2.1], [0.3, -1.9, -2.4], [1.8, 0.4, -2.4], [-0.1, -0.1, 0.2], [0.1, 0.0, 0.3], [0.1, 0.0, 0.4], [0.1, 0.1, 0.3], [0.0, 0.1, 0.1], [-0.1, 0.0, 0.1], [-0.3, 0.1, 0.0], [0.2, -0.3, -0.5], [0.8, 0.9, -0.4], [-1.5, -0.4, 1.1], [0.1, -0.5, -0.5], [0.4, 0.8, 0.5], [0.1, 0.0, 0.1], [-0.1, 0.1, 0.3], [-0.2, -0.4, 0.2]], "total_charge": 4, "relative_energy_kcal_mol": 68.0, "homo_energy_ev": [-20.819, -20.637], "spin_multiplicity": 3}


{"formula": "ITi2", "method": "the ωB97M-V functional and the def2-TZVPD basis", "elements": ["Ti", "Ti", "I"], "xyz": [[0.0887, -0.8611, 2.3674], [0.1977, 1.7263, -1.8037], [-0.2865, -0.8652, -0.5637]], "atomic_forces_ev_per_a": [[-0.1, 0.0, -0.7], [-0.1, -0.5, 0.3], [0.2, 0.5, 0.4]], "total_charge": 1, "relative_energy_kcal_mol": 2.1, "homo_energy_ev": [-10.945, -13.333], "spin_multiplicity": 7}


{"formula": "CH3N2O4", "method": "the ωB97M-V functional and the def2-TZVPD basis", "elements": ["C", "N", "N", "O", "O", "O", "O", "H", "H", "H"], "xyz": [[-1.1425, 0.1500, 0.6697], [1.2979, 0.0189, -2.2170], [1.0622, -0.7914, 0.8593], [0.3235, 0.7219, -2.0500], [1.7348, -0.7132, -1.3366], [1.3533, 0.3155, 1.3441], [-0.2973, -0.9625, 0.5862], [-2.3018, -0.1108, 0.6108], [-1.0322, 0.9088, -0.0989], [-0.9976, 0.4629, 1.6323]], "atomic_forces_ev_per_a": [[-2.9, -0.5, -1.2], [2.0, -0.3, -3.1], [0.3, 3.4, 1.8], [-1.8, 0.9, 1.3], [-0.1, -0.5, 1.3], [-1.2, -3.3, -1.5], [0.1, -1.1, -0.9], [2.5, -0.4, 0.0], [0.8, 0.0, -0.1], [0.1, 1.9, 2.4]], "total_charge": -1, "relative_energy_kcal_mol": 93.6, "homo_energy_ev": [-2.707, -2.706], "spin_multiplicity": 1}


{"formula": "C18H26BIN3O7P2", "method": "the ωB97M-V functional and the def2-TZVPD basis", "elements": ["C", "C", "C", "I", "C", "O", "B", "O", "C", "P", "N", "P", "C", "O", "H", "H", "H", "H", "H", "H", "H", "H", "H", "H", "H", "H", "H", "H", "H", "H", "C", "C", "C", "C", "C", "C", "N", "O", "O", "H", "H", "H", "H", "H", "C", "C", "C", "C", "C", "C", "N", "O", "O", "H", "H", "H", "H", "H"], "xyz": [[9.1520, -1.5550, 1.0899], [8.1031, -0.4537, 1.1853], [6.8574, -0.9219, 1.9487], [6.9074, -0.0952, 3.9606], [5.5201, -0.5335, 1.2628], [5.6357, -0.6984, -0.1088], [5.3493, -2.1387, -0.4117], [4.4006, -2.5163, 0.7182], [4.3057, -1.4538, 1.6126], [4.1623, -2.3004, 3.2400], [3.4258, -1.5807, 4.4275], [2.7114, -0.3978, 1.4691], [1.5300, -1.8195, 1.4088], [2.7944, -0.0529, -0.1545], [10.0168, -1.2222, 0.5114], [8.7331, -2.4339, 0.5982], [9.5014, -1.8480, 2.0841], [8.5423, 0.4216, 1.6640], [7.7773, -0.1571, 0.1895], [6.9029, -1.9971, 2.1112], [5.3100, 0.5134, 1.5131], [6.3691, -2.8424, -0.3171], [4.8285, -2.2569, -1.5088], [5.4845, -2.7077, 3.5066], [3.6069, -3.5126, 2.7927], [2.6162, -2.0924, 4.7540], [1.9829, -2.6802, 0.9108], [1.2151, -2.0742, 2.4220], [0.6484, -1.5053, 0.8467], [1.9150, -0.0019, -0.5309], [-4.8245, -0.3576, 1.5809], [-3.5605, -0.7316, 2.0193], [-2.4285, -0.2544, 1.3770], [-2.6023, 0.5935, 0.2978], [-3.8473, 0.9804, -0.1594], [-4.9675, 0.4956, 0.4949], [-1.4020, 1.1099, -0.3936], [-0.3250, 0.7308, 0.0164], [-1.5661, 1.8808, -1.3183], [-5.7039, -0.7360, 2.0857], [-3.4505, -1.3973, 2.8647], [-1.4320, -0.5246, 1.6955], [-3.9258, 1.6396, -1.0106], [-5.9531, 0.7800, 0.1557], [-8.2070, 4.2855, -4.8614], [-9.2429, 3.7302, -4.1219], [-9.0136, 2.6166, -3.3295], [-7.7370, 2.0865, -3.3017], [-6.6876, 2.6182, -4.0285], [-6.9346, 3.7318, -4.8159], [-7.4789, 0.9048, -2.4529], [-8.4115, 0.4437, -1.8246], [-6.3442, 0.4740, -2.4242], [-8.3921, 5.1565, -5.4763], [-10.2327, 4.1646, -4.1596], [-9.7964, 2.1610, -2.7422], [-5.7090, 2.1657, -3.9714], [-6.1293, 4.1662, -5.3923]], "atomic_forces_ev_per_a": [[0.0, 0.0, 0.0], [0.0, 0.0, 0.0], [0.0, 0.1, 0.0], [0.0, -0.1, 0.0], [0.1, 0.1, 0.1], [0.0, -0.1, 0.1], [0.1, 0.1, 0.0], [0.0, 0.0, 0.0], [-0.1, 0.2, -0.1], [0.0, 0.0, 0.0], [0.0, -0.1, 0.0], [0.1, -0.2, 0.0], [0.0, 0.0, 0.0], [0.3, -0.2, 0.1], [0.0, 0.0, 0.0], [0.0, 0.0, 0.0], [0.0, 0.0, 0.0], [-0.1, 0.1, 0.0], [0.0, -0.1, 0.0], [0.0, 0.0, 0.0], [-0.1, 0.0, -0.1], [0.0, 0.0, 0.0], [0.0, 0.0, 0.0], [0.0, -0.1, 0.0], [0.0, 0.0, 0.0], [0.0, 0.1, 0.0], [0.0, 0.0, 0.0], [0.0, -0.1, 0.0], [0.0, 0.0, 0.0], [-0.2, 0.1, -0.1], [0.1, 0.0, 0.0], [0.0, 0.0, 0.0], [0.0, 0.0, 0.0], [0.1, 0.0, 0.0], [0.0, 0.0, 0.0], [0.0, 0.0, 0.1], [-0.1, 0.0, 0.1], [0.0, 0.1, -0.1], [0.0, 0.0, 0.0], [0.0, 0.0, 0.0], [0.0, 0.0, 0.0], [0.0, 0.0, 0.0], [0.0, 0.0, 0.0], [0.0, 0.0, 0.0], [0.0, 0.0, 0.0], [0.0, 0.0, 0.0], [0.0, 0.0, 0.0], [0.0, -0.1, 0.0], [0.0, 0.0, 0.0], [0.0, 0.0, 0.0], [0.0, 0.1, 0.0], [0.0, 0.0, 0.0], [-0.1, 0.0, 0.0], [0.0, 0.0, 0.0], [0.0, 0.0, 0.0], [0.0, 0.0, 0.0], [0.0, 0.0, 0.0], [0.0, 0.0, 0.0]], "total_charge": -1, "relative_energy_kcal_mol": 0.0, "homo_energy_ev": -4.103, "spin_multiplicity": 1}